# 1
Molecular formula: C17H19N3O3S
Method: DFT, ωB97M-V with the def2-TZVPD basis set

Geometry (Å):
1 C -2.075 -3.861 0.299
2 C -2.145 -2.376 0.490
3 C -3.148 -1.636 -0.124
4 C -3.259 -0.262 0.030
5 C -2.310 0.390 0.823
6 C -1.318 -0.342 1.462
7 C -1.237 -1.712 1.302
8 H -0.458 -2.265 1.807
9 H -0.604 0.172 2.091
10 N -2.350 1.799 0.948
11 S -1.578 2.667 -0.279
12 O -1.261 3.939 0.300
13 O -2.377 2.631 -1.465
14 C -0.083 1.728 -0.554
15 C -0.125 0.656 -1.428
16 C 0.979 -0.168 -1.586
17 C 2.106 0.127 -0.840
18 N 3.333 -0.481 -0.765
19 C 4.139 0.202 0.130
20 O 5.278 -0.071 0.427
21 N 3.385 1.251 0.619
22 C 2.138 1.230 0.043
23 C 1.033 2.043 0.204
24 H 1.012 2.895 0.862
25 C 3.878 2.207 1.571
26 H 3.293 2.171 2.492
27 H 4.913 1.943 1.787
28 H 3.836 3.216 1.158
29 C 3.769 -1.641 -1.492
30 H 3.737 -1.454 -2.567
31 H 3.140 -2.500 -1.256
32 H 4.795 -1.845 -1.189
33 H 0.956 -1.008 -2.262
34 H -1.032 0.485 -1.984
35 H -1.965 2.129 1.822
36 C -4.373 0.500 -0.609
37 H -3.978 1.218 -1.325
38 H -5.063 -0.172 -1.113
39 H -4.911 1.068 0.148
40 H -3.874 -2.150 -0.738
41 H -2.853 -4.351 0.885
42 H -1.112 -4.250 0.620
43 H -2.231 -4.122 -0.745

The calculated total energy comes out at -39386.69356 eV. The calculation puts the orbital gap at 0.32668 Eh. Its SMILES is Cc1ccc(NS(=O)(=O)c2ccc3c(c2)n(C)c(=O)n3C)c(C)c1. For the HOMO energy, the calculation gives -8.4 eV. As for the energy above the lowest of the compared OMol25 structures with the same formula, charge and spin: 2.2 kcal per mole.

***

# 2
Molecular formula: C13H19N3OS
Method: DFT, ωB97M-V with the def2-TZVPD basis set

Geometry (Å):
1 C -4.381 -1.280 -1.561
2 N -3.961 -1.018 -0.200
3 C -3.179 0.027 0.191
4 N -2.195 0.448 -0.644
5 C -1.465 1.659 -0.324
6 H -2.110 2.313 0.265
7 C -0.188 1.335 0.450
8 N 0.619 0.429 -0.341
9 C 2.008 0.475 -0.210
10 C 2.645 1.677 -0.512
11 C 4.018 1.814 -0.443
12 C 4.793 0.729 -0.084
13 C 4.187 -0.479 0.218
14 C 2.808 -0.621 0.177
15 O 2.159 -1.783 0.518
16 C 2.924 -2.891 0.918
17 H 3.510 -2.676 1.817
18 H 2.202 -3.677 1.140
19 H 3.593 -3.232 0.120
20 H 4.808 -1.311 0.512
21 H 5.868 0.813 -0.033
22 H 4.478 2.761 -0.680
23 H 2.039 2.517 -0.818
24 C -0.084 -0.803 -0.597
25 H 0.543 -1.463 -1.196
26 C -1.366 -0.485 -1.385
27 H -1.903 -1.412 -1.568
28 H -1.100 -0.020 -2.340
29 H -0.362 -1.323 0.333
30 H 0.368 2.248 0.659
31 H -0.470 0.872 1.409
32 H -1.209 2.147 -1.270
33 S -3.490 0.729 1.661
34 H -4.638 -1.263 0.509
35 H -3.952 -0.540 -2.234
36 H -5.468 -1.221 -1.633
37 H -4.072 -2.280 -1.879

The calculated total energy comes out at -31141.86545 eV. The calculation puts the orbital gap at 0.30396 Eh. Its SMILES is CNC(=S)N1CCN(c2ccccc2OC)CC1. For the HOMO energy, the calculation gives -7.6 eV. As for the energy above the lowest of the compared OMol25 structures with the same formula, charge and spin: 30.5 kcal per mole.

***

# 3
Molecular formula: C16H32O2P2Sn
Method: DFT, ωB97M-V with the def2-TZVPD basis set

Geometry (Å):
1 P 0.556 -1.493 -1.152
2 P 0.776 1.913 0.050
3 C 0.893 0.025 -2.141
4 C 1.700 1.034 -1.353
5 H -0.055 0.388 -2.556
6 H 1.449 -0.297 -3.030
7 H 2.562 0.543 -0.882
8 H 2.071 1.826 -2.007
9 C -0.064 3.159 -1.141
10 H -0.613 3.866 -0.508
11 H -0.754 2.744 -1.882
12 H 0.720 3.728 -1.666
13 C 2.002 3.249 0.463
14 H 1.750 4.189 -0.040
15 H 3.056 2.964 0.318
16 H 1.819 3.422 1.530
17 C -0.026 -2.393 -2.694
18 H -0.113 -3.488 -2.589
19 H 0.626 -2.153 -3.557
20 H -1.030 -1.990 -2.913
21 C 2.066 -2.384 -0.586
22 H 2.915 -1.710 -0.396
23 H 2.389 -3.149 -1.311
24 H 1.864 -2.896 0.372
25 Sn 2.572 0.987 2.086
26 C -2.210 0.731 -0.359
27 C -2.791 0.053 -1.349
28 C -4.027 -0.765 -1.081
29 C -3.775 -2.074 -0.343
30 C -2.433 -2.681 -0.510
31 C -1.173 -2.167 -0.079
32 C -1.223 -1.125 1.135
33 C -2.049 0.155 1.019
34 C 3.590 -0.701 3.150
35 H -1.983 1.805 -0.431
36 H -2.464 0.090 -2.386
37 H -4.511 -0.916 -2.062
38 H -4.724 -0.194 -0.444
39 H -4.056 -1.909 0.703
40 H -4.477 -2.827 -0.732
41 H -2.532 -3.764 -0.688
42 H -0.537 -3.018 0.276
43 H -0.220 -0.870 1.508
44 H -1.648 -1.699 1.972
45 H -3.038 -0.031 1.506
46 H -1.549 0.978 1.558
47 H 4.385 -0.318 3.807
48 H 3.996 -1.441 2.446
49 H 2.782 -1.163 3.732
50 O 1.057 2.039 3.466
51 C 1.884 2.972 3.831
52 O 3.124 2.939 3.519
53 H 1.472 3.819 4.418

The calculated total energy comes out at -45593.46859 eV. The calculation puts the orbital gap (spin up / spin down) at 0.23660 / 0.17262 Eh. For the HOMO energy (spin up / spin down), the calculation gives -14.1 / -14.0 eV. As for the energy above the lowest of the compared OMol25 structures with the same formula, charge and spin: 69.3 kcal per mole. As for the charge: +2.

***

# 4
Molecular formula: C32H47FeN3OSSe
Method: DFT, ωB97M-V with the def2-TZVPD basis set

Geometry (Å):
1 Fe -0.324 -0.779 -0.018
2 C -3.036 -0.103 -2.085
3 C -3.944 0.444 -0.970
4 C -4.281 -0.575 0.110
5 C -3.394 1.760 -0.423
6 C -4.128 2.907 -0.693
7 C -3.699 4.161 -0.289
8 C -2.479 4.283 0.344
9 C -1.690 3.169 0.622
10 C -0.295 3.428 1.179
11 C 0.491 4.348 0.238
12 C -0.336 4.017 2.590
13 C -2.191 1.892 0.296
14 N -1.425 0.756 0.710
15 C -1.073 0.722 1.980
16 C 0.115 0.056 2.376
17 C 0.674 -0.158 3.629
18 C 1.917 -0.763 3.402
19 C 2.069 -0.917 2.015
20 N 0.990 -0.404 1.378
21 C 3.232 -1.495 1.254
22 C 4.340 -1.915 2.219
23 C 3.770 -0.421 0.298
24 C 2.770 -2.722 0.458
25 H -3.528 -0.910 -2.632
26 H -2.099 -0.522 -1.698
27 H -2.792 0.701 -2.782
28 H -4.882 0.712 -1.462
29 H -3.385 -0.911 0.622
30 H -4.766 -1.451 -0.325
31 H -4.959 -0.137 0.843
32 H -5.067 2.811 -1.224
33 H -4.304 5.035 -0.491
34 H -2.116 5.266 0.618
35 H 0.261 2.493 1.225
36 H 0.049 5.343 0.186
37 H 0.519 3.941 -0.774
38 H 1.517 4.459 0.593
39 H -0.851 4.979 2.598
40 H 0.676 4.179 2.964
41 H -0.855 3.362 3.291
42 H -1.651 1.243 2.741
43 H 0.235 0.110 4.578
44 H 2.634 -1.051 4.151
45 H 4.689 -1.070 2.815
46 H 5.189 -2.303 1.656
47 H 4.002 -2.700 2.898
48 H 4.139 0.441 0.856
49 H 2.989 -0.072 -0.380
50 H 4.594 -0.822 -0.296
51 H 2.341 -3.477 1.118
52 H 3.621 -3.169 -0.059
53 H 2.018 -2.457 -0.287
54 C 3.364 -1.670 -3.119
55 C 2.431 -2.033 -4.266
56 C 1.105 -2.642 -3.826
57 S -0.182 -1.590 -3.141
58 O 0.388 -1.047 -1.810
59 C -0.168 -0.181 -4.280
60 C 0.807 0.937 -3.905
61 C 0.209 1.968 -2.955
62 H 4.297 -1.256 -3.502
63 H 3.608 -2.551 -2.524
64 H 2.914 -0.937 -2.453
65 H 2.908 -2.778 -4.907
66 H 2.255 -1.167 -4.908
67 H 1.235 -3.407 -3.055
68 H 0.583 -3.120 -4.662
69 H -1.196 0.180 -4.302
70 H 0.046 -0.622 -5.256
71 H 1.100 1.430 -4.834
72 H 1.719 0.517 -3.479
73 H -0.665 2.450 -3.397
74 H 0.941 2.744 -2.737
75 H -0.101 1.529 -2.005
76 Se -1.275 -2.909 0.369
77 C -1.264 -2.927 2.287
78 C -0.200 -3.482 2.977
79 C -0.244 -3.475 4.366
80 N -1.247 -2.967 5.070
81 C -2.270 -2.450 4.393
82 C -2.332 -2.406 3.009
83 H 0.647 -3.906 2.456
84 H 0.575 -3.900 4.936
85 H -3.086 -2.053 4.987
86 H -3.196 -1.990 2.515

As for the expectation value of S²: 8.7740. The calculated total energy comes out at -151028.41127 eV. The calculation puts the orbital gap (spin up / spin down) at 0.29179 / 0.23141 Eh. For the HOMO energy (spin up / spin down), the calculation gives -10.8 / -10.7 eV. The multiplicity is 6. As for the energy above the lowest of the compared OMol25 structures with the same formula, charge and spin: 0.0 kcal per mole. As for the charge: +1.